1.
Below is a molecular structure, C30H34N4SSiV, with properties calculated with wB97M-V/def2-TZVPD.

Structure (ORCA input):
```
! RIJCOSX wB97M-V def2-TZVPD def2/J DEFGRID3
* xyz 1 1
C -1.75 -6.02 2.10
C -2.70 0.89 -2.84
C -1.33 -3.33 1.49
H 0.51 0.20 3.15
N 1.48 1.12 0.04
H 4.77 0.21 -7.14
H -1.92 -7.06 2.34
C 4.12 1.55 -3.38
H -4.33 0.59 4.07
H -1.48 -6.38 0.00
H 4.60 2.38 -2.87
H -1.61 -2.98 3.59
H -3.76 0.91 -0.25
C -3.15 1.76 -0.55
H 3.53 3.87 3.99
C -0.55 0.28 3.35
H 1.61 -1.12 1.74
H -1.28 -1.69 -1.31
C 4.37 1.27 -4.71
H -1.09 -4.02 -0.54
H -2.70 1.82 5.46
H 5.06 1.87 -5.29
C -3.27 0.50 3.87
C -1.00 1.08 4.39
H -0.64 1.54 -2.65
C 2.71 -0.20 -3.27
C 3.70 0.20 -5.28
C -2.36 1.20 4.65
H 3.81 -1.26 -6.83
C 2.03 1.91 1.01
C 3.88 2.37 2.50
C -2.83 -0.30 2.83
V 0.77 -0.14 -0.64
H -0.84 -0.19 -2.99
N -1.09 0.38 -0.97
C 3.35 1.67 1.43
C -1.68 1.51 -0.21
S 1.65 -1.24 -2.32
C 1.01 -1.41 0.88
H -4.36 2.15 -2.29
H -0.28 1.60 5.01
H 1.37 -2.37 0.50
N 3.28 0.83 -2.64
H -2.69 -0.98 -0.54
C -1.46 -0.42 2.55
C -1.79 -5.06 3.11
H -3.55 -0.86 2.24
H -2.72 1.11 -3.91
C -3.31 2.04 -2.04
H 3.01 0.24 -7.29
H -1.10 2.39 -0.46
Si -0.86 -1.55 1.18
H -1.98 -5.36 4.13
H 4.89 2.18 2.82
H 1.21 4.33 3.24
C -1.59 -0.96 -0.55
H -3.28 -0.02 -2.68
C -1.24 0.65 -2.43
C 3.11 3.33 3.16
C -1.58 -3.73 2.80
C -1.51 -5.63 0.79
N 2.87 -0.55 -4.54
H -2.81 2.97 -2.30
C 1.82 3.59 2.73
C 3.84 -0.18 -6.72
H -3.49 2.61 0.05
H -1.57 1.31 0.86
H 3.92 0.91 0.90
H 0.27 3.10 1.33
C 1.28 2.90 1.66
C -1.29 -4.30 0.49
*
```

**Electronic energy**: -3014.0975 hartree
**Max |F|**: 1.71 eV/A
**Gap between HOMO and LUMO**: 7.6 eV


2.
Below is a molecular structure, C16H31FeN4O8P3, with properties calculated with wB97M-V/def2-TZVPD.

Structure (ORCA input):
```
! RIJCOSX wB97M-V def2-TZVPD def2/J DEFGRID3
* xyz 1 2
N 2.09 -2.12 2.45
H 0.85 -0.74 -2.66
H -4.35 3.43 -1.22
H 0.19 0.75 -2.56
H 3.04 1.08 3.36
H 1.54 2.00 -2.50
C -0.23 -3.46 -1.47
N 0.23 -6.22 -3.54
C 2.11 -0.58 2.39
Fe -0.28 -0.30 -0.37
H 1.83 -2.42 1.49
C -0.06 -5.62 -2.61
C -1.08 -3.23 0.64
C -0.70 3.07 1.07
O -0.46 -0.48 1.58
C -1.30 -4.60 0.75
C 1.26 2.98 -2.16
H -1.57 0.02 -3.76
C -2.32 -0.90 -2.00
H 4.23 0.50 -0.20
C -2.71 2.13 -0.73
H 1.88 3.21 -1.30
O 1.63 1.05 0.16
C -0.43 -4.84 -1.45
O -3.36 -1.37 -2.35
O 0.08 -1.12 3.95
P 2.33 -0.19 0.61
H 3.00 -2.49 2.69
H 1.46 3.06 1.27
H 0.83 4.51 0.45
N -0.56 -2.67 -0.46
H -3.18 1.61 0.11
H -2.80 4.09 -1.71
H -1.73 -5.01 1.65
H -0.44 -0.74 4.66
H 1.50 3.69 -2.95
C 0.65 3.78 1.24
H -0.42 4.14 -1.49
H 0.64 4.31 2.19
P -0.92 2.09 -0.43
H -1.52 3.79 1.06
H 0.24 -3.01 -2.33
H -1.14 -6.48 -0.28
C 3.13 -0.01 3.36
O -2.02 -0.47 -0.78
H -0.87 2.91 -2.67
C -3.31 3.53 -0.93
H 1.39 -2.42 3.14
C -0.24 3.11 -1.80
H 4.15 -0.28 3.08
N 0.04 -0.22 -2.35
H -1.05 -1.64 -3.52
C -1.21 -0.69 -3.02
O 1.76 -1.43 -0.06
P 0.37 -0.03 2.78
H -1.34 -2.55 1.44
O 0.32 1.34 3.28
O 3.91 -0.12 0.47
C -0.98 -5.42 -0.32
H -3.28 4.13 -0.01
H -2.91 1.52 -1.61
H 2.93 -0.35 4.38
H -0.85 2.39 1.91
*
```

**Electronic energy**: -3737.0503 hartree
**Max |F|**: 1.05 eV/A
**Gap between HOMO and LUMO (spin up / spin down)**: 8.4 / 9.4 eV
**ΔE to the lowest compared entry with this formula, charge and spin**: 0.6915 eV


3.
Below is 2 unconnected molecules or ions with the total composition C3H4NO, with properties calculated with wB97M-V/def2-TZVPD.

Structure (ORCA input):
```
! RIJCOSX wB97M-V def2-TZVPD def2/J DEFGRID3
* xyz 1 1
H 0.06 1.87 -0.16
C 2.22 0.69 2.89
C -0.78 -0.99 -0.47
H -1.41 -1.30 0.35
N -0.08 -0.02 -0.19
O 3.08 0.65 3.63
C 0.49 0.95 0.21
H -0.63 -1.80 -1.27
H 1.31 0.70 0.84
*
```

**Electronic energy**: -246.3515 hartree
**Max |F|**: 3.91 eV/A
**Gap between HOMO and LUMO**: 12.0 eV
**ΔE to the lowest compared entry with this formula, charge and spin**: 1.1050 eV


4.
Below is a molecular structure, C11H24N4O3P2PtS5, with properties calculated with wB97M-V/def2-TZVPD.

Structure (ORCA input):
```
! RIJCOSX wB97M-V def2-TZVPD def2/J DEFGRID3
* xyz 2 1
H 3.13 0.11 -1.41
H -1.22 0.92 -4.07
O -1.62 0.60 -0.03
O -0.08 -1.44 -0.25
S -1.85 6.25 1.97
P 1.23 -0.77 0.40
H -0.17 -1.24 -4.12
H 2.95 -0.24 2.34
H 1.64 0.48 3.31
C 0.42 4.87 1.49
H -3.30 -2.62 0.88
N -0.88 -0.28 -2.40
H 2.25 -1.15 3.68
H 4.46 -0.89 -0.80
S -0.45 8.69 2.87
H 0.04 -2.15 3.45
C -3.49 -1.69 0.33
H 1.08 -0.37 -3.20
C 0.18 -0.99 -3.12
H 2.32 -3.16 1.12
S 1.31 3.57 1.00
N 1.04 -1.06 1.98
P -1.34 -0.63 -0.89
H -0.85 -2.00 1.93
H 2.60 -3.55 -0.59
C -1.30 1.00 -2.99
H -0.66 1.82 -2.65
S -1.84 3.49 0.91
H -4.53 -1.69 0.00
H -3.83 -2.82 -2.02
C -0.21 -1.47 2.63
S 1.11 6.32 2.04
H 3.40 -1.52 -2.08
Pt -0.22 2.00 0.51
H -2.34 1.22 -2.74
N 2.57 -1.48 -0.14
O 1.27 0.70 -0.04
C 2.03 -0.45 2.88
C -1.05 4.83 1.45
C 2.87 -2.87 0.22
H -2.29 -2.41 -2.76
C 3.44 -0.91 -1.17
C -0.40 7.19 2.36
H -0.74 -0.61 3.04
H 0.44 -1.91 -2.61
H -2.35 -3.62 -1.45
N -2.62 -1.60 -0.84
H -3.34 -0.84 0.99
H 3.94 -2.96 0.42
C -2.77 -2.68 -1.82
*
```

**Electronic energy**: -3670.9112 hartree
**Max |F|**: 0.66 eV/A
**Gap between HOMO and LUMO**: 6.0 eV
**ΔE to the lowest compared entry with this formula, charge and spin**: 0.0000 eV


5.
Below is C5H7N in the gas phase, with properties calculated with wB97M-V/def2-TZVPD.

Structure (ORCA input):
```
! RIJCOSX wB97M-V def2-TZVPD def2/J DEFGRID3
* xyz 0 1
H 2.01 -0.20 -1.35
C 0.57 1.15 -0.49
C -0.63 -0.42 0.84
H 1.21 -1.63 0.74
H 0.92 2.11 -0.87
C 0.49 -1.13 0.09
C -0.61 1.02 0.42
N -1.70 0.12 0.01
H -0.94 1.88 1.00
H 0.04 -1.92 -0.54
H -1.59 -0.17 -0.96
H -0.93 -0.79 1.82
C 1.15 -0.03 -0.71
*
```

**Electronic energy**: -249.4145 hartree
**SMILES**: C1=C[C@H]2N[C@H]2C1
**Max |F|**: 0.35 eV/A
**Gap between HOMO and LUMO**: 10.1 eV
**ΔE to the lowest compared entry with this formula, charge and spin**: 1.5978 eV


6.
Below is a molecular structure, C6H11NO, with properties calculated with wB97M-V/def2-TZVPD.

Structure (ORCA input):
```
! RIJCOSX wB97M-V def2-TZVPD def2/J DEFGRID3
* xyz 0 1
H 0.00 -0.78 2.75
H 1.74 0.71 0.79
H 0.28 0.88 -3.21
H -0.27 1.88 0.44
O -0.12 0.24 -2.62
H -1.46 1.14 -0.66
C -1.14 -0.10 1.10
C 0.05 0.00 2.02
N -0.82 -1.14 0.12
H -2.13 -0.12 1.51
H 0.05 1.00 2.44
H 0.67 -1.56 -1.85
H 1.74 -0.02 -1.84
C -0.70 0.91 0.05
H 1.69 -1.11 0.77
C 0.70 -0.39 -1.73
C 1.12 -0.18 0.84
H -1.62 -1.13 -0.59
C 0.22 -0.21 -0.33
*
```

**Electronic energy**: -365.1329 hartree
**Max |F|**: 3.11 eV/A
**Gap between HOMO and LUMO**: 9.5 eV
**ΔE to the lowest compared entry with this formula, charge and spin**: 2.6816 eV


7.
Below is a molecular structure, C29H43BaIN3P2, with properties calculated with wB97M-V/def2-TZVPD.

Structure (ORCA input):
```
! RIJCOSX wB97M-V def2-TZVPD def2/J DEFGRID3
* xyz 1 1
H 1.34 -4.72 0.49
H 2.08 -3.33 -2.98
C 3.70 2.63 -0.60
C -0.52 -3.39 2.94
C 0.74 -3.99 1.02
H -0.34 5.10 3.13
H 1.76 1.98 3.54
C 0.68 -4.72 -2.14
C -1.29 1.71 1.15
N 1.73 2.28 -1.63
H -0.24 -4.74 -1.56
C -4.04 -0.95 0.72
C -0.75 -2.15 2.40
N -0.60 -0.55 0.57
P -2.79 1.49 0.12
C 0.91 1.92 2.87
H -0.92 -3.64 3.92
H -3.09 -1.45 0.94
H 4.90 -3.77 -0.54
H 3.76 -1.78 -1.36
H 2.67 0.65 -0.72
H 3.41 -4.45 0.09
C 1.12 -3.30 -2.45
H 0.34 4.20 4.48
H 3.11 -0.79 0.89
C 3.82 -3.81 -0.69
C -2.74 4.14 -0.81
H -0.49 -6.30 2.85
H 1.49 4.22 -2.21
H 3.63 -4.27 -1.66
H -1.34 -1.43 2.96
H 4.61 -1.70 0.93
C 0.11 -2.61 -3.38
H -2.02 4.60 -0.14
C -0.98 2.91 1.82
C -4.32 3.78 1.14
N 2.08 3.57 -1.73
Ba -0.40 0.44 -1.69
C 0.09 3.04 2.68
H -4.56 0.14 3.19
H 1.30 -0.12 2.38
C 0.38 4.33 3.39
H 0.50 -5.26 -3.07
H -4.43 2.84 -0.77
C 0.45 -5.73 2.82
H -1.63 3.77 1.69
H -3.77 1.71 2.96
P 1.45 -2.15 -1.01
H -4.95 0.97 0.87
H -3.34 4.94 -1.25
H -0.14 -3.24 -4.23
C -3.63 3.14 -0.07
H -4.23 -1.05 -0.35
H -2.81 0.24 2.94
H -4.87 4.66 0.81
C 0.22 -4.36 2.25
H 3.12 -2.41 1.57
H -2.19 3.67 -1.62
H -4.83 -1.47 1.26
H -5.03 3.10 1.60
H 1.16 -6.29 2.23
H 1.44 -5.27 -1.58
C 3.25 3.83 -1.12
H 1.38 4.71 3.15
H 0.53 -1.68 -3.78
C 2.71 1.71 -0.95
C 0.53 -2.72 0.45
C 0.66 0.74 2.22
H 3.68 4.82 -1.10
H 0.83 -5.67 3.84
C -3.99 0.52 1.14
C -3.77 0.67 2.64
H -3.62 4.10 1.90
C 3.25 -2.39 -0.60
C 3.54 -1.78 0.77
C -0.44 0.60 1.33
C -0.26 -1.78 1.14
H -0.83 -2.40 -2.86
I 5.42 2.29 0.46
*
```

**Electronic energy**: -2300.8665 hartree
**Max |F|**: 0.32 eV/A
**Gap between HOMO and LUMO**: 6.4 eV
**ΔE to the lowest compared entry with this formula, charge and spin**: 0.0301 eV


8.
Below is a molecular structure, C4H4OTl, with properties calculated with wB97M-V/def2-TZVPD.

Structure (ORCA input):
```
! RIJCOSX wB97M-V def2-TZVPD def2/J DEFGRID3
* xyz 2 2
H 0.78 0.94 1.59
C 0.30 1.07 -0.48
O 1.09 -0.84 0.73
H -1.06 -1.21 -0.18
Tl 2.46 -1.90 1.69
C -0.96 0.72 -0.85
C 0.93 0.42 0.63
H 0.98 1.46 -1.24
H -2.80 -0.32 -1.02
C -1.72 -0.33 -0.87
*
```

**Electronic energy**: -401.6021 hartree
**Max |F|**: 9.16 eV/A
**Gap between HOMO and LUMO (spin up / spin down)**: 7.1 / 6.3 eV
**ΔE to the lowest compared entry with this formula, charge and spin**: 2.2177 eV


max |F| of number 3 (C3H4NO)? 3.91 eV/A


Repeat the eighth record exactly.
Below is a molecular structure, C4H4OTl, with properties calculated with wB97M-V/def2-TZVPD.

Structure (ORCA input):
```
! RIJCOSX wB97M-V def2-TZVPD def2/J DEFGRID3
* xyz 2 2
H 0.78 0.94 1.59
C 0.30 1.07 -0.48
O 1.09 -0.84 0.73
H -1.06 -1.21 -0.18
Tl 2.46 -1.90 1.69
C -0.96 0.72 -0.85
C 0.93 0.42 0.63
H 0.98 1.46 -1.24
H -2.80 -0.32 -1.02
C -1.72 -0.33 -0.87
*
```

**Electronic energy**: -401.6021 hartree
**Max |F|**: 9.16 eV/A
**Gap between HOMO and LUMO (spin up / spin down)**: 7.1 / 6.3 eV
**ΔE to the lowest compared entry with this formula, charge and spin**: 2.2177 eV


What is the electronic energy in the first record? -3014.0975 hartree


What did the eighth record say?
Below is a molecular structure, C4H4OTl, with properties calculated with wB97M-V/def2-TZVPD.

Structure (ORCA input):
```
! RIJCOSX wB97M-V def2-TZVPD def2/J DEFGRID3
* xyz 2 2
H 0.78 0.94 1.59
C 0.30 1.07 -0.48
O 1.09 -0.84 0.73
H -1.06 -1.21 -0.18
Tl 2.46 -1.90 1.69
C -0.96 0.72 -0.85
C 0.93 0.42 0.63
H 0.98 1.46 -1.24
H -2.80 -0.32 -1.02
C -1.72 -0.33 -0.87
*
```

**Electronic energy**: -401.6021 hartree
**Max |F|**: 9.16 eV/A
**Gap between HOMO and LUMO (spin up / spin down)**: 7.1 / 6.3 eV
**ΔE to the lowest compared entry with this formula, charge and spin**: 2.2177 eV